Record 1
Computed, not measured: 12 unconnected molecules or ions with the total composition C52H128O26S5, with wB97M-V/def2-TZVPD.

Element x y z (Å)
C 16.629 27.230 12.989
O 16.620 25.922 13.448
C 15.446 25.204 12.923
C 15.524 23.807 13.615
O 16.615 23.049 13.135
C 16.873 22.013 14.093
C 17.738 20.969 13.399
O 18.133 19.888 14.234
C 17.033 19.026 14.460
H 15.911 27.806 13.564
H 16.324 27.318 11.971
H 17.620 27.719 13.135
H 15.491 25.115 11.853
H 14.573 25.755 13.263
H 14.520 23.273 13.516
H 15.644 24.049 14.680
H 15.996 21.612 14.437
H 17.318 22.407 15.037
H 18.608 21.537 13.057
H 17.149 20.621 12.562
H 16.572 19.292 15.451
H 17.366 17.987 14.556
H 16.229 19.128 13.720
C 23.060 18.156 23.763
O 22.394 18.970 24.783
C 22.629 20.357 24.604
C 22.229 21.137 25.879
O 20.837 21.293 25.802
C 20.293 21.964 26.892
C 18.774 21.624 27.007
O 18.245 21.607 25.659
C 18.223 22.906 25.091
H 23.233 17.168 24.108
H 24.078 18.611 23.587
H 22.474 18.192 22.825
H 21.948 20.711 23.810
H 23.588 20.712 24.416
H 22.744 22.073 25.847
H 22.551 20.483 26.723
H 20.388 23.059 26.735
H 20.868 21.675 27.812
H 18.262 22.268 27.682
H 18.686 20.615 27.331
H 17.757 23.644 25.729
H 17.675 22.874 24.171
H 19.255 23.134 24.842
C 17.481 25.570 17.221
O 18.608 24.660 16.992
C 19.132 24.822 15.693
C 20.360 23.949 15.638
O 19.962 22.570 15.573
C 20.807 21.600 16.191
C 21.933 21.018 15.418
O 22.938 21.973 15.234
C 23.843 21.652 14.235
H 17.645 26.096 18.181
H 16.634 24.987 17.252
H 17.388 26.197 16.352
H 19.475 25.872 15.580
H 18.506 24.591 14.825
H 20.961 24.126 16.507
H 20.965 24.199 14.741
H 20.220 20.769 16.453
H 21.140 22.009 17.195
H 21.604 20.708 14.435
H 22.304 20.161 15.942
H 23.337 21.645 13.279
H 24.308 20.648 14.411
H 24.524 22.516 14.219
C 19.157 17.738 9.681
O 19.920 18.587 10.532
C 19.503 18.550 11.890
C 20.100 17.366 12.652
O 19.546 17.205 13.902
C 19.945 16.040 14.645
C 19.561 16.129 16.081
O 20.524 16.780 16.942
C 20.850 18.070 16.484
H 19.620 17.657 8.698
H 18.138 18.159 9.460
H 18.986 16.725 10.113
H 18.432 18.383 11.973
H 19.872 19.503 12.371
H 21.177 17.471 12.799
H 20.039 16.472 11.997
H 21.021 15.890 14.462
H 19.349 15.207 14.245
H 19.451 15.096 16.433
H 18.578 16.596 16.206
H 21.579 18.089 15.680
H 21.257 18.628 17.282
H 19.924 18.655 16.188
C 17.256 17.844 18.444
O 17.056 16.486 18.826
C 17.943 16.031 19.797
C 17.561 14.613 20.222
O 18.352 14.353 21.357
C 18.686 13.014 21.713
C 20.044 12.635 21.246
O 20.076 12.816 19.816
C 21.348 12.454 19.233
H 18.306 17.992 18.216
H 16.998 18.568 19.208
H 16.652 18.002 17.531
H 17.846 16.675 20.661
H 19.036 15.991 19.473
H 17.680 13.911 19.423
H 16.518 14.670 20.519
H 17.967 12.338 21.282
H 18.628 12.960 22.776
H 20.350 11.613 21.461
H 20.861 13.323 21.547
H 21.556 11.406 19.458
H 22.264 13.043 19.553
H 21.290 12.450 18.147
C 13.969 19.821 24.985
O 12.949 18.865 24.905
C 13.432 17.564 24.568
C 14.296 17.516 23.285
O 13.577 18.008 22.076
C 14.497 18.117 21.002
C 13.804 18.400 19.644
O 13.208 17.309 18.978
C 11.837 17.166 19.274
H 13.578 20.749 25.334
H 14.434 19.991 24.004
H 14.716 19.499 25.704
H 12.499 16.988 24.472
H 14.063 17.117 25.313
H 14.616 16.467 23.145
H 15.132 18.193 23.423
H 15.005 17.217 20.853
H 15.229 18.912 21.076
H 14.653 18.800 19.074
H 13.092 19.182 19.802
H 11.360 18.148 19.356
H 11.673 16.668 20.248
H 11.288 16.593 18.463
C 18.994 20.855 22.541
O 20.099 20.133 21.993
C 19.869 19.632 20.687
C 19.598 20.774 19.684
O 18.233 21.157 19.555
C 17.926 21.696 18.235
C 16.567 22.326 18.196
O 15.592 21.314 18.093
C 14.315 21.901 17.726
H 18.681 21.696 21.870
H 19.284 21.200 23.538
H 18.147 20.149 22.722
H 19.123 18.859 20.708
H 20.848 19.218 20.321
H 19.883 20.381 18.705
H 20.234 21.643 19.887
H 17.994 20.923 17.462
H 18.629 22.486 18.060
H 16.543 23.048 17.397
H 16.431 22.853 19.170
H 14.360 22.488 16.781
H 13.883 22.546 18.493
H 13.641 21.080 17.528
C 14.502 24.302 21.560
S 14.028 22.847 22.612
O 12.775 22.311 21.967
C 15.312 21.778 21.981
H 13.643 24.903 21.575
H 14.706 23.974 20.559
H 15.337 24.833 21.971
H 15.167 20.802 22.455
H 16.317 22.181 22.173
H 15.175 21.708 20.852
C 19.968 24.640 19.870
S 19.620 24.771 21.652
O 19.989 26.117 22.118
C 20.904 23.635 22.189
H 21.019 24.906 19.663
H 19.280 25.237 19.317
H 19.932 23.619 19.474
H 20.705 22.625 21.797
H 20.872 23.646 23.296
H 21.936 23.945 21.914
C 19.057 18.689 24.965
S 18.250 17.408 23.977
O 17.746 18.062 22.721
C 19.775 16.557 23.512
H 18.468 19.584 25.159
H 19.982 19.022 24.538
H 19.309 18.301 25.966
H 19.467 15.644 23.002
H 20.529 16.366 24.302
H 20.298 17.121 22.736
C 10.339 20.894 21.087
S 11.181 21.615 19.619
O 10.523 21.107 18.384
C 10.558 23.260 19.791
H 10.070 19.900 20.715
H 9.441 21.485 21.378
H 11.040 20.982 21.907
H 10.674 23.654 20.794
H 9.510 23.257 19.513
H 11.095 23.993 19.181
C 24.248 19.577 19.840
S 23.939 21.197 18.889
O 22.500 21.556 19.029
C 24.749 22.209 20.187
H 23.840 19.687 20.843
H 25.308 19.419 19.715
H 23.719 18.801 19.280
H 24.818 23.299 19.894
H 25.734 21.730 20.365
H 24.124 22.051 21.090

As for the LUMO energy: 0.178 eV.

Record 2
Computed, not measured: 15 unconnected molecules or ions with the total composition C52H140Cl8N21O11P5, with wB97M-V/def2-TZVPD.

Element x y z (Å)
C 2.611 3.419 2.914
Cl 4.205 2.904 3.396
Cl 2.731 3.842 1.130
H 2.029 2.520 3.121
H 2.230 4.256 3.498
C -1.161 1.538 5.146
Cl -0.744 0.090 6.074
Cl -2.544 2.279 5.884
H -0.282 2.167 5.001
H -1.519 1.213 4.169
C -0.428 -4.952 6.953
Cl 0.695 -5.431 8.210
Cl 0.462 -4.014 5.734
H -0.797 -5.811 6.393
H -1.366 -4.532 7.316
C 4.323 -0.607 -4.428
Cl 3.358 0.584 -3.572
Cl 3.420 -1.264 -5.758
H 5.269 -0.227 -4.815
H 4.519 -1.425 -3.735
C 1.130 4.989 -1.953
O -0.054 5.191 -2.155
N 1.948 4.406 -2.831
C 3.362 4.281 -2.438
C 1.507 3.751 -4.039
H 1.618 5.200 -0.989
H 3.598 4.829 -1.526
H 4.091 4.608 -3.180
H 3.576 3.217 -2.337
H 0.434 3.676 -4.219
H 1.816 4.434 -4.830
H 2.012 2.791 -4.151
C -3.852 -3.516 -3.318
O -3.930 -4.704 -3.321
N -4.831 -2.781 -3.812
C -4.556 -1.406 -4.015
C -5.985 -3.240 -4.484
H -3.047 -2.906 -2.880
H -4.528 -1.203 -5.086
H -3.581 -1.156 -3.597
H -5.332 -0.807 -3.539
H -6.265 -4.196 -4.043
H -6.850 -2.577 -4.455
H -5.677 -3.472 -5.503
C -5.967 -2.415 2.687
O -5.427 -3.394 2.247
N -6.451 -1.406 1.905
C -7.187 -0.325 2.562
C -6.207 -1.414 0.427
H -6.063 -2.182 3.758
H -8.118 -0.173 2.014
H -6.699 0.637 2.720
H -7.445 -0.632 3.575
H -5.789 -0.467 0.086
H -5.566 -2.238 0.112
H -7.011 -1.650 -0.270
C -4.407 -4.507 6.256
O -5.168 -4.523 7.230
N -3.580 -3.492 5.915
C -3.664 -2.222 6.636
C -2.803 -3.362 4.677
H -4.456 -5.245 5.441
H -4.294 -1.556 6.047
H -2.638 -1.867 6.740
H -4.177 -2.345 7.589
H -3.155 -2.496 4.117
H -1.745 -3.156 4.836
H -2.867 -4.242 4.037
C -1.122 4.900 3.341
O -1.495 5.418 4.426
N -1.175 5.487 2.127
C -0.482 4.846 1.071
C -1.856 6.749 1.840
H -0.734 3.875 3.448
H -1.123 4.867 0.189
H -0.121 3.825 1.195
H 0.336 5.522 0.822
H -2.430 6.660 0.918
H -2.560 6.961 2.644
H -1.218 7.631 1.777
C -1.135 -5.106 1.377
O 0.031 -5.044 1.793
N -1.621 -5.183 0.112
C -3.023 -4.939 -0.113
C -0.721 -5.550 -0.967
H -1.865 -4.997 2.194
H -3.110 -3.994 -0.649
H -3.460 -4.584 0.821
H -3.610 -5.734 -0.573
H -1.091 -6.392 -1.552
H -0.645 -4.662 -1.594
H 0.307 -5.824 -0.732
O -0.478 1.582 2.133
P -0.663 0.356 1.319
N 0.318 -0.979 1.704
C 0.704 -1.279 3.070
C 1.042 -1.768 0.698
N -0.454 0.564 -0.363
C 0.614 1.534 -0.823
C -0.860 -0.376 -1.390
N -2.239 -0.243 1.463
C -3.205 0.627 2.114
C -2.672 -1.598 1.116
H 0.510 -2.318 3.337
H 0.094 -0.692 3.757
H 1.742 -1.022 3.278
H 1.426 -1.256 -0.184
H 0.516 -2.681 0.421
H 1.832 -2.241 1.282
H 1.289 1.201 -1.611
H 0.172 2.516 -0.993
H 1.319 1.706 -0.010
H -0.266 -1.288 -1.333
H -1.929 -0.587 -1.380
H -0.716 0.007 -2.400
H -4.138 0.659 1.551
H -3.406 0.173 3.084
H -2.899 1.670 2.038
H -3.392 -1.580 0.297
H -3.355 -1.953 1.887
H -1.799 -2.246 1.042
O 6.058 -0.327 -1.779
P 6.396 -1.052 -0.517
N 5.303 -0.621 0.707
C 5.188 -1.300 2.010
C 4.224 0.313 0.338
N 8.047 -0.796 0.086
C 9.111 -1.348 -0.659
C 8.380 0.385 0.839
N 6.244 -2.730 -0.581
C 4.967 -3.254 -1.122
C 6.850 -3.705 0.344
H 4.536 -2.170 1.945
H 4.769 -0.698 2.816
H 6.188 -1.591 2.331
H 4.326 1.314 0.758
H 3.315 -0.221 0.611
H 4.154 0.468 -0.738
H 10.003 -1.339 -0.033
H 8.774 -2.313 -1.038
H 9.206 -0.718 -1.543
H 7.611 1.065 1.205
H 8.931 0.137 1.746
H 9.019 0.926 0.141
H 5.062 -4.251 -1.553
H 4.149 -3.253 -0.402
H 4.645 -2.645 -1.967
H 7.886 -3.514 0.624
H 6.839 -4.707 -0.084
H 6.289 -3.814 1.272
O 5.863 -0.643 9.029
P 5.296 -0.697 7.662
N 3.689 0.028 7.463
C 2.919 0.439 8.591
C 3.053 0.160 6.111
N 5.069 -2.310 7.159
C 4.459 -2.729 5.846
C 5.263 -3.430 8.062
N 6.040 0.132 6.339
C 6.280 1.542 6.497
C 7.176 -0.518 5.570
H 3.478 1.267 9.027
H 2.856 -0.291 9.398
H 1.953 0.836 8.279
H 2.228 -0.548 6.024
H 3.798 -0.083 5.354
H 2.756 1.207 6.041
H 4.605 -2.035 5.018
H 4.779 -3.715 5.508
H 3.394 -2.722 6.078
H 4.360 -4.037 8.124
H 6.165 -3.922 7.700
H 5.579 -3.244 9.088
H 7.344 1.754 6.610
H 6.098 2.015 5.532
H 5.675 2.007 7.275
H 8.114 -0.007 5.785
H 6.907 -0.486 4.514
H 7.326 -1.527 5.956
O -2.318 0.909 -8.572
P -0.926 0.538 -8.202
N -0.863 -0.287 -6.701
C -2.036 -0.528 -5.882
C 0.483 -0.636 -6.170
N 0.220 1.797 -8.058
C 1.627 1.646 -7.887
C -0.296 3.089 -7.616
N -0.251 -0.511 -9.323
C -0.728 -1.944 -9.439
C 0.294 -0.131 -10.645
H -2.651 0.370 -5.834
H -1.763 -0.683 -4.838
H -2.653 -1.380 -6.166
H 1.021 0.273 -5.903
H 1.094 -1.240 -6.841
H 0.371 -1.212 -5.252
H 2.145 2.368 -8.519
H 1.900 1.883 -6.859
H 1.928 0.621 -8.102
H 0.559 3.755 -7.731
H -1.149 3.372 -8.233
H -0.718 3.098 -6.611
H -0.056 -2.544 -10.054
H -0.881 -2.381 -8.452
H -1.682 -2.000 -9.963
H 1.215 -0.641 -10.927
H 0.423 0.951 -10.665
H -0.365 -0.605 -11.372
O -5.210 1.392 -2.125
P -5.029 2.734 -2.678
N -4.589 3.867 -1.475
C -4.166 5.232 -1.878
C -4.223 3.365 -0.147
N -6.440 3.442 -3.400
C -6.903 2.849 -4.641
C -7.560 4.045 -2.621
N -3.748 2.859 -3.797
C -3.670 3.866 -4.945
C -2.566 2.085 -3.561
H -3.128 5.257 -2.210
H -4.268 5.908 -1.029
H -4.800 5.603 -2.682
H -3.170 3.104 -0.049
H -4.749 2.448 0.118
H -4.522 4.058 0.640
H -6.106 2.280 -5.120
H -7.705 2.143 -4.427
H -7.138 3.606 -5.390
H -8.522 3.538 -2.703
H -7.468 4.156 -1.541
H -7.595 5.077 -2.972
H -2.810 4.529 -4.854
H -3.404 3.337 -5.860
H -4.594 4.421 -5.110
H -2.002 2.582 -2.772
H -1.952 1.989 -4.456
H -2.808 1.088 -3.192

As for the LUMO energy: 0.136 eV.

Number 1: HOMO energy -7.973 eV. Number 2: HOMO energy -7.904 eV.